# 1
An isolated ion of composition C17H16NO3 and charge -1 in a non-equilibrium geometry. Source: the Open Molecules 2025 dataset; level of theory: wB97M-V/def2-TZVPD.

Properties
**SMILES string**: CCOC(=O)[C@@H](/C([O-])=N/c1ccccc1)c1ccccc1
**Gap between HOMO and LUMO**: 6.93 eV
**Highest occupied orbital energy**: -3.697 eV
**Relative energy (zero: lowest compared OMol25 entry of this formula, charge and spin)**: 2.7 kcal/mol
**LUMO**: 3.237 eV

Geometry as ORCA input:
```
! wB97M-V def2-TZVPD RIJCOSX def2/J DEFGRID3
* xyz -1 1
C 3.8825 -0.1467 -2.9245
C 2.5908 0.5945 -2.8853
O 1.6443 -0.1821 -2.1323
C 0.6179 0.6559 -1.8013
C -0.3460 -0.0972 -0.8494
C -1.8299 0.1463 -1.2402
C -2.2558 1.3207 -1.9093
C -3.4523 1.3221 -2.6432
C -4.3125 0.2179 -2.6182
C -3.9263 -0.9095 -1.8734
C -2.7506 -0.9101 -1.1072
O 0.4610 1.7666 -2.2957
H 4.6789 0.4481 -3.3809
H 4.2202 -0.4665 -1.9312
H 3.8089 -1.0509 -3.5266
H 2.7212 1.5465 -2.3658
H 2.2314 0.7723 -3.9064
H -0.0432 -1.2005 -0.8359
H -1.6873 2.2370 -1.8948
H -3.8705 2.2340 -3.0624
H -5.3137 0.2247 -3.1023
H -4.6228 -1.7155 -1.6715
H -2.5036 -1.7129 -0.4246
C 1.2489 -0.5803 5.4032
C -0.0298 -1.1011 5.1701
C -0.5919 -1.1021 3.8972
C 0.1554 -0.4964 2.7857
N -0.2749 -0.4593 1.4933
C 0.3741 0.2143 0.5263
O 1.4413 0.8698 0.5380
C 1.4149 0.0807 3.1094
C 1.9424 0.0244 4.3770
H 1.6969 -0.6174 6.3842
H -0.5739 -1.4838 6.0308
H -1.6101 -1.5352 3.8107
H 1.9675 0.5935 2.3290
H 2.8965 0.4982 4.5274
*
```

# 2
A 3-piece molecular cluster, C3H12NO2 overall in a non-equilibrium geometry. Source: the Open Molecules 2025 dataset; level of theory: wB97M-V/def2-TZVPD.

Properties
**Expectation value of S²**: 0.75
**Gap between HOMO and LUMO (alpha / beta)**: 10.21 / 2.34 eV
**Highest occupied orbital energy (alpha / beta)**: -18.259 / -18.259 eV
**Relative energy (zero: lowest compared OMol25 entry of this formula, charge and spin)**: 78.3 kcal/mol
**LUMO (alpha / beta)**: -8.044 / -15.917 eV

Geometry as ORCA input:
```
! wB97M-V def2-TZVPD RIJCOSX def2/J DEFGRID3
* xyz 2 2
C 3.5832 0.2354 -0.1570
C 2.2701 0.0496 0.5390
C 0.6198 -1.6626 0.0068
N 1.1169 -0.4281 -0.2372
H 3.9947 -0.6945 -0.3146
H 3.5426 0.7984 -1.1400
H 4.4061 0.6397 0.5159
H 2.4285 -0.5278 1.4224
H 1.8846 0.9638 0.9304
H -0.3856 -2.0070 -0.3427
H 1.0799 -2.1443 0.7928
H 0.3998 0.3608 -0.4929
H -6.0900 1.1324 0.4595
H -6.6961 0.5121 -0.5806
O -5.7947 0.5725 -0.2368
H -2.1600 0.7778 0.3812
H -2.2047 1.0608 -1.0763
O -1.9950 0.3610 -0.4700
*
```

# 3
C9H23N4O8PRuS as an isolated structure. Source: the Open Molecules 2025 dataset; level of theory: wB97M-V/def2-TZVPD.

Properties
**Gap between HOMO and LUMO (alpha / beta)**: 8.06 / 8.06 eV
**Highest occupied orbital energy (alpha / beta)**: -8.375 / -8.376 eV
**Relative energy (zero: lowest compared OMol25 entry of this formula, charge and spin)**: 13.4 kcal/mol
**LUMO (alpha / beta)**: -0.317 / -0.317 eV

Geometry as ORCA input:
```
! wB97M-V def2-TZVPD RIJCOSX def2/J DEFGRID3
* xyz 0 1
Ru -0.6129 -2.7935 -0.7927
N -2.2981 -1.6423 1.1377
N -3.3228 -0.9433 0.5341
C -3.6248 -1.1885 -0.7475
N -4.6655 -0.5120 -1.2614
S -2.7983 -2.2962 -1.7063
H -2.6209 -2.2751 1.8565
H -1.5216 -1.0531 1.4144
H -3.7756 -0.1822 1.0201
H -5.3556 -0.0837 -0.6677
H -4.9188 -0.6963 -2.2164
O 1.0531 -4.2319 0.8034
N -0.0316 -4.5307 1.2726
O -0.2298 -5.1642 2.2775
O -1.1130 -4.1180 0.5966
O 0.1760 -3.3955 -2.0876
C 0.4661 2.7442 -1.4711
C -0.6549 2.2476 -0.5673
C -0.9390 3.2521 0.5366
C -1.9132 1.9471 -1.3695
O -0.2654 1.0327 0.1403
P 0.4953 -0.1925 -0.5550
O 0.2625 -1.3657 0.4276
O 0.0142 -0.5145 -1.9233
O 2.0219 0.1878 -0.5765
C 2.9945 0.0971 0.5118
C 2.3986 0.6101 1.8144
C 3.4324 -1.3545 0.6344
C 4.1405 0.9817 0.0541
H 0.1674 3.6873 -1.9305
H 0.6802 2.0257 -2.2623
H 1.3772 2.9120 -0.8961
H -1.2872 4.1930 0.1090
H -0.0376 3.4452 1.1190
H -1.7076 2.8677 1.2091
H -2.2503 2.8474 -1.8857
H -2.7098 1.6198 -0.6967
H -1.7214 1.1622 -2.1008
H 1.5753 -0.0232 2.1443
H 2.0323 1.6313 1.7000
H 3.1698 0.6012 2.5856
H 2.6014 -1.9881 0.9399
H 4.2292 -1.4332 1.3760
H 3.8113 -1.7146 -0.3225
H 3.8078 2.0150 -0.0536
H 4.5182 0.6355 -0.9078
H 4.9507 0.9490 0.7832
*
```

# 4
A 3-piece molecular cluster, C14H43FN6O4P3 overall in a non-equilibrium geometry. Source: the Open Molecules 2025 dataset; level of theory: wB97M-V/def2-TZVPD.

Properties
**Gap between HOMO and LUMO**: 5.04 eV
**Highest occupied orbital energy**: -4.118 eV
**LUMO**: 0.921 eV

Geometry as ORCA input:
```
! wB97M-V def2-TZVPD RIJCOSX def2/J DEFGRID3
* xyz -1 1
F 3.5278 2.2290 0.1665
P 3.1473 1.2385 -1.2546
O 4.5467 2.0297 -1.9993
C 3.8673 2.6008 -3.2092
C 3.0190 1.3080 -3.7732
O 2.6355 0.3590 -2.6919
H 2.1995 2.2336 -1.7115
H 1.9973 0.6170 -0.6425
H 3.8915 0.1599 -0.6354
H 3.2813 3.6150 -3.0159
H 4.5644 2.8899 -4.1189
H 2.2367 1.5659 -4.6055
H 3.8705 0.6768 -4.3215
O -0.0883 2.8976 -0.6428
P -1.4161 2.5193 0.0580
N -2.3751 2.8883 -1.2822
C -2.6284 4.2100 -1.8189
C -2.3123 1.9134 -2.3715
N -1.2998 3.7058 1.2692
C -1.6137 5.1071 1.0660
C -0.0427 3.6295 2.0215
N -2.9426 2.0845 0.8637
C -3.0763 0.6370 1.0123
C -4.2486 2.6935 0.6586
H -3.4333 4.1719 -2.5673
H -1.7395 4.6407 -2.2861
H -3.0011 4.9008 -1.0679
H -3.2759 1.3997 -2.4588
H -1.5485 1.1503 -2.1879
H -2.0749 2.3700 -3.3385
H -1.0658 5.5320 0.2210
H -1.3795 5.7084 1.9538
H -2.6852 5.2527 0.9215
H 0.7869 4.1024 1.4914
H 0.2290 2.5832 2.2138
H -0.1449 4.1018 3.0075
H -3.3518 0.1646 0.0640
H -3.8235 0.3768 1.7693
H -2.1269 0.2029 1.3439
H -4.7234 2.3579 -0.2705
H -4.2046 3.7826 0.6522
H -4.9218 2.4310 1.4827
O -1.4482 -3.3623 1.3308
P 0.0489 -3.5893 1.6542
N 0.5983 -2.5467 0.4447
C 0.5127 -2.7690 -0.9845
C 0.4319 -1.1227 0.7369
N 0.0396 -5.2495 1.2912
C 0.0783 -5.7865 -0.0555
C -0.9789 -5.9907 2.0433
N 1.7700 -3.8504 2.0260
C 2.1551 -3.1893 3.2709
C 2.8820 -3.8453 1.0870
H 1.1155 -2.0246 -1.5248
H -0.5162 -2.7129 -1.3479
H 0.9408 -3.7212 -1.2849
H 1.4151 -0.6607 0.8777
H -0.1412 -0.9626 1.6563
H -0.0930 -0.5831 -0.0591
H -0.7112 -5.3697 -0.6863
H -0.0304 -6.8786 -0.0603
H 1.0506 -5.6141 -0.5194
H -1.9721 -5.8972 1.5989
H -1.0340 -5.6283 3.0782
H -0.7217 -7.0562 2.1091
H 2.2694 -2.1100 3.1282
H 3.0899 -3.5960 3.6708
H 1.3882 -3.3506 4.0362
H 3.1712 -2.8310 0.7892
H 2.6712 -4.4243 0.1877
H 3.7619 -4.3159 1.5404
*
```

# 5
N2O6Rb as an isolated structure in a non-equilibrium geometry. Source: the Open Molecules 2025 dataset; level of theory: wB97M-V/def2-TZVPD.

Properties
**Gap between HOMO and LUMO**: 2.61 eV
**Highest occupied orbital energy**: -2.384 eV
**Relative energy (zero: lowest compared OMol25 entry of this formula, charge and spin)**: 97.2 kcal/mol
**LUMO**: 0.227 eV

Geometry as ORCA input:
```
! wB97M-V def2-TZVPD RIJCOSX def2/J DEFGRID3
* xyz -1 1
Rb -0.9615 -4.8311 2.1078
N 0.2431 2.6542 -1.8526
O 0.6856 2.3110 -2.8712
O -0.1562 3.8207 -1.9635
O -0.0875 2.0262 -0.8625
N 0.0428 -1.5170 1.4252
O 1.1827 -1.8372 1.6982
O -0.1084 -0.3819 0.8832
O -0.8405 -2.2449 1.4354
*
```

# 6
A 2-piece molecular cluster, C33H37N2O4P overall in a non-equilibrium geometry. Source: the Open Molecules 2025 dataset; level of theory: wB97M-V/def2-TZVPD.

Properties
**Gap between HOMO and LUMO**: 3.34 eV
**Highest occupied orbital energy**: -5.482 eV
**Relative energy (zero: lowest compared OMol25 entry of this formula, charge and spin)**: 32.1 kcal/mol
**LUMO**: -2.138 eV

Geometry as ORCA input:
```
! wB97M-V def2-TZVPD RIJCOSX def2/J DEFGRID3
* xyz 0 1
C -7.2727 -1.3079 -2.8014
C -5.8320 -1.2788 -2.3779
C -4.8891 -1.9702 -3.1405
C -3.5452 -2.0139 -2.7817
C -2.5559 -2.7806 -3.6089
C -3.1384 -1.3266 -1.6305
N -1.7409 -1.3461 -1.2686
P -0.5484 -0.7535 -2.3326
H 0.7193 1.3431 2.0340
N 0.6265 -1.4620 -1.3164
C 2.0087 -1.5758 -1.7184
C 3.0285 -1.0728 -0.8887
C 2.7449 -0.3152 0.3749
C 4.3602 -1.2678 -1.2623
C 4.6978 -1.9683 -2.4202
C 6.1338 -2.1944 -2.7997
C 3.6680 -2.4726 -3.2154
C 2.3293 -2.2745 -2.8956
C 1.2614 -2.8962 -3.7453
C 0.0901 -2.3117 -0.3619
C -1.2521 -2.2503 -0.3360
C -4.0684 -0.6400 -0.8340
C -3.6432 0.0652 0.4105
C -5.4073 -0.6075 -1.2283
H -7.8934 -0.7445 -2.0996
H -7.3926 -0.8683 -3.8008
H -7.6588 -2.3368 -2.8578
H -5.2189 -2.4969 -4.0401
H -1.7960 -3.2864 -3.0011
H -3.1015 -3.5514 -4.1695
H -2.0470 -2.1532 -4.3546
H 3.6838 -0.2690 0.9444
H 2.4302 0.7236 0.1822
H 1.9907 -0.7972 1.0110
H 5.1534 -0.8640 -0.6244
H 6.1858 -2.7789 -3.7246
H 6.6503 -1.2413 -2.9659
H 6.6882 -2.7343 -2.0203
H 3.9373 -3.0537 -4.1059
H 1.7481 -3.4342 -4.5706
H 0.6801 -3.6491 -3.1985
H 0.5672 -2.1604 -4.1792
H 0.7453 -2.9395 0.2124
H -1.9396 -2.8153 0.2671
H -4.5151 0.5591 0.8513
H -3.2319 -0.6228 1.1572
H -2.8869 0.8332 0.2190
H -6.1290 -0.0473 -0.6266
C 4.0377 1.7680 3.0410
C 3.6850 3.2117 3.3770
C 4.7951 3.9038 4.1695
O 3.4368 4.0028 2.1988
C 2.3049 3.6564 1.4896
O 2.3233 3.6659 0.2665
C 1.1658 3.2379 2.2775
C 0.2724 2.2586 1.6938
C -1.1491 2.1042 2.2180
C -1.4157 1.0066 3.0464
C -2.6305 0.9315 3.7247
C -3.6106 1.9090 3.5005
C -3.3990 2.9071 2.5288
C -2.1716 2.9706 1.8523
C 1.2791 3.1658 3.7256
O 0.3497 2.9415 4.4782
O 2.5310 3.2901 4.2578
H 3.1841 1.1864 2.6704
H 4.8352 1.7453 2.2864
H 4.4006 1.2682 3.9465
H 4.4269 4.8862 4.4798
H 5.0188 3.3053 5.0565
H 5.6851 4.0137 3.5468
H 0.3243 2.3782 0.6123
H -0.6267 0.2742 3.2446
H -2.7947 0.1324 4.4548
H -4.5497 1.8726 4.0538
H -4.1659 3.6612 2.3355
H -1.9669 3.7522 1.1064
*
```

# 7
C3H4OZn as an isolated structure in a non-equilibrium geometry. Source: the Open Molecules 2025 dataset; level of theory: wB97M-V/def2-TZVPD.

Properties
**Gap between HOMO and LUMO (alpha / beta)**: 8.44 / 6.11 eV
**Highest occupied orbital energy (alpha / beta)**: -9.420 / -7.690 eV
**Relative energy (zero: lowest compared OMol25 entry of this formula, charge and spin)**: 26.2 kcal/mol
**LUMO (alpha / beta)**: -0.979 / -1.577 eV

Geometry as ORCA input:
```
! wB97M-V def2-TZVPD RIJCOSX def2/J DEFGRID3
* xyz 0 1
C -2.5759 -0.1520 -0.2914
C -1.3177 0.6886 -0.0068
C -1.3972 -0.8465 -0.3296
H -3.3895 -0.2111 0.4403
H -1.1790 1.0650 1.0167
H -0.8398 1.3025 -0.7924
H -1.0938 -1.5992 0.4064
O -3.6372 0.6455 -1.6365
Zn -3.0782 2.2947 -1.3819
*
```